# 1
C18H66N8O15 | ωB97M-V/def2-TZVPD

Atoms and positions in Å:
C 0.06 -1.40 -3.43
C -1.49 -1.40 -3.27
O -1.90 -2.67 -3.66
H 0.42 -1.49 -4.50
H 0.49 -2.19 -2.80
H 0.46 -0.48 -3.14
H -1.87 -0.59 -3.90
H -1.71 -1.19 -2.23
H -2.49 -2.97 -2.96
C 3.26 -0.06 -4.57
C 2.75 1.19 -3.83
O 3.78 2.11 -3.60
H 3.58 0.14 -5.56
H 2.45 -0.77 -4.66
H 4.12 -0.47 -4.05
H 2.27 0.85 -2.94
H 1.95 1.69 -4.39
H 3.49 2.69 -2.89
C 3.67 -0.10 2.27
C 3.02 1.10 2.78
O 2.45 0.69 4.01
H 4.32 -0.62 2.96
H 4.27 0.21 1.40
H 2.82 -0.72 1.88
H 2.22 1.49 2.13
H 3.75 1.87 3.07
H 1.66 0.21 3.93
C -4.13 -0.13 -1.26
O -3.43 0.09 -0.08
N -3.83 0.61 -2.35
N -5.16 -0.95 -1.29
H -3.08 1.32 -2.33
H -4.42 0.50 -3.16
H -5.51 -1.38 -0.41
H -5.86 -0.99 -2.03
C -2.89 3.36 -0.01
O -3.83 3.23 -0.99
N -2.04 2.48 0.41
N -2.78 4.47 0.64
H -2.15 1.57 0.00
H -1.42 2.52 1.21
H -3.45 5.20 0.32
H -2.07 4.66 1.35
C -2.83 -3.56 -0.89
O -2.12 -4.83 -0.81
N -2.40 -2.53 -0.30
N -3.80 -3.32 -1.68
H -1.51 -2.67 0.13
H -2.89 -1.60 -0.26
H -4.30 -4.06 -2.15
H -4.32 -2.43 -1.52
C -0.46 2.84 -2.73
O -1.40 1.89 -3.16
N -0.31 3.20 -1.50
N 0.41 3.51 -3.43
H -0.95 2.91 -0.70
H 0.40 3.91 -1.30
H 0.20 3.41 -4.45
H 1.05 4.22 -3.11
C 0.48 3.87 2.11
O -0.68 4.30 2.74
H 1.30 4.12 2.71
H 0.46 4.28 1.11
H 0.60 2.83 2.13
H -0.66 3.93 3.63
C 0.21 -0.02 -0.21
O 0.21 0.44 1.13
H 0.95 -0.76 -0.49
H 0.37 0.76 -0.89
H -0.78 -0.39 -0.42
H 0.13 -0.30 1.70
C 3.29 -1.58 -1.57
O 4.23 -2.59 -1.67
H 2.95 -1.46 -0.51
H 2.41 -1.78 -2.17
H 3.72 -0.65 -1.88
H 4.12 -3.00 -2.58
C -0.33 -0.17 5.27
O -0.23 -0.16 3.86
H -0.12 0.76 5.76
H 0.37 -0.90 5.69
H -1.34 -0.49 5.47
H -0.93 0.43 3.59
C -2.72 -2.19 3.05
O -3.36 -2.42 4.28
H -2.98 -3.02 2.35
H -1.68 -1.99 3.28
H -3.13 -1.26 2.60
H -2.71 -2.65 4.98
C 1.73 -2.87 3.87
O 0.51 -3.56 4.05
H 1.59 -1.83 3.52
H 2.30 -3.44 3.22
H 2.35 -2.78 4.71
H -0.06 -3.18 4.74
C 0.44 -3.46 0.25
O 0.07 -2.60 1.32
H 0.02 -4.45 0.36
H 1.52 -3.47 0.37
H 0.13 -2.96 -0.72
H 0.21 -3.09 2.12
C 2.95 2.23 -0.39
O 3.87 3.01 -1.07
H 2.52 2.83 0.37
H 3.23 1.22 -0.09
H 2.22 2.03 -1.11
H 3.75 3.88 -0.79

Results
lowest unoccupied orbital energy	-0.23	eV
Kohn-Sham gap	8.19	eV
spin multiplicity	1
energy	-2291.81244	Ha

---

# 2
C2H8N2O3 | ωB97M-V/def2-TZVPD

Atoms and positions in Å:
C -2.28 1.03 -0.10
N -1.12 0.34 0.44
C -0.80 -0.89 0.00
O -1.55 -1.58 -0.59
N 0.58 -1.21 0.12
O 1.31 -0.52 1.15
H -2.57 1.79 0.66
H -2.02 1.55 -1.02
H -3.14 0.39 -0.23
H -0.43 0.84 0.97
H 0.67 -2.20 0.31
H 1.91 0.04 0.61
O 3.18 0.56 -0.57
H 2.51 0.11 -1.11
H 3.75 -0.25 -0.63

Results
lowest unoccupied orbital energy	0.54	eV
Kohn-Sham gap	10.30	eV
spin multiplicity	1
energy	-416.19835	Ha
SMILES	CNC(=O)NO.O

---

# 3
C44H88N4O29P6 | ωB97M-V/def2-TZVPD

Atoms and positions in Å:
C -2.94 3.97 -1.02
N -2.33 2.85 -1.73
C -2.73 1.50 -1.35
C -1.55 0.58 -1.09
C -0.49 0.94 -0.25
C 0.62 0.12 -0.04
C 0.76 -1.15 -0.63
C 2.03 -1.95 -0.40
C 2.38 -2.40 1.03
C 1.75 -3.73 1.41
N 1.41 -3.92 2.75
O 1.61 -4.60 0.58
C -0.29 -1.55 -1.52
C -0.21 -2.85 -2.29
O -0.49 -4.03 -1.57
C -1.43 -3.96 -0.53
C -1.43 -0.69 -1.74
C -2.50 -1.09 -2.71
C -2.31 -0.90 -4.08
C -3.32 -1.30 -4.95
N -4.50 -1.83 -4.58
C -4.67 -1.96 -3.26
C -3.71 -1.63 -2.30
C 1.54 0.88 0.85
O 2.38 0.47 1.57
N 1.16 2.29 0.77
C 1.77 2.97 -0.40
C 2.89 3.94 0.02
C 4.24 3.70 -0.66
C 5.40 3.49 0.33
C 6.47 2.60 -0.28
O 7.71 2.69 0.38
C 8.10 1.56 1.14
C -0.28 2.16 0.57
O -1.09 2.86 1.06
H -3.37 3.66 -0.07
H -2.19 4.72 -0.79
H -3.70 4.45 -1.63
H -1.33 2.94 -1.76
H -3.31 1.07 -2.16
H -3.38 1.52 -0.47
H 2.85 -1.36 -0.80
H 1.99 -2.86 -0.99
H 3.46 -2.57 1.06
H 2.18 -1.64 1.78
H 0.42 -4.09 2.85
H 1.65 -3.10 3.31
H -0.85 -2.82 -3.17
H 0.81 -2.96 -2.65
H -1.68 -4.99 -0.27
H -1.03 -3.47 0.36
H -2.35 -3.46 -0.84
H -1.41 -0.45 -4.47
H -3.16 -1.18 -6.02
H -5.63 -2.36 -2.94
H -3.94 -1.78 -1.25
H 2.15 2.25 -1.12
H 0.97 3.52 -0.91
H 2.54 4.94 -0.24
H 2.97 3.90 1.10
H 4.48 4.53 -1.31
H 4.19 2.80 -1.28
H 4.99 3.00 1.21
H 5.83 4.45 0.60
H 6.10 1.57 -0.29
H 6.62 2.89 -1.33
H 8.49 1.90 2.10
H 7.26 0.89 1.33
H 8.90 1.02 0.62
C -3.78 2.21 -7.81
O -4.60 2.87 -6.84
P -6.19 2.79 -6.95
O -6.82 3.48 -5.83
O -6.53 1.26 -7.15
C -6.25 0.38 -6.05
O -6.56 3.29 -8.40
C -6.50 4.71 -8.65
H -3.26 1.38 -7.34
H -4.37 1.83 -8.65
H -3.05 2.93 -8.18
H -6.17 0.93 -5.11
H -5.32 -0.15 -6.25
H -7.06 -0.34 -5.98
H -5.97 4.86 -9.59
H -5.98 5.23 -7.85
H -7.51 5.10 -8.73
C 0.80 -2.16 7.81
O 1.13 -2.64 6.50
P 2.49 -2.19 5.80
O 2.61 -2.82 4.48
O 3.65 -2.47 6.84
C 3.95 -3.84 7.16
O 2.50 -0.62 5.84
C 1.60 0.01 4.91
H 0.84 -2.99 8.51
H 1.48 -1.37 8.13
H -0.21 -1.76 7.76
H 3.56 -4.51 6.40
H 3.51 -4.08 8.13
H 5.03 -3.93 7.21
H 1.04 0.77 5.44
H 0.89 -0.72 4.51
H 2.16 0.45 4.09
C 3.44 8.00 5.81
O 4.11 6.95 5.11
P 4.23 7.00 3.52
O 4.99 5.86 3.01
O 4.77 8.44 3.17
C 6.11 8.77 3.56
O 2.76 7.17 2.97
C 1.92 6.00 3.01
H 4.17 8.56 6.39
H 2.92 8.67 5.14
H 2.72 7.54 6.49
H 6.70 7.86 3.74
H 6.09 9.38 4.45
H 6.56 9.33 2.74
H 0.95 6.30 3.40
H 2.34 5.22 3.63
H 1.81 5.63 1.99
C -4.35 3.89 5.63
O -3.75 2.60 5.77
P -2.25 2.47 6.28
O -1.85 1.07 6.40
O -2.14 3.36 7.58
C -2.87 2.92 8.74
O -1.37 3.38 5.33
C -1.11 2.91 3.98
H -5.13 4.01 6.38
H -3.62 4.70 5.74
H -4.80 3.95 4.64
H -3.13 1.86 8.67
H -3.78 3.51 8.84
H -2.23 3.08 9.61
H -1.28 3.73 3.30
H -1.76 2.08 3.72
H -0.07 2.60 3.92
C -1.99 -8.27 3.12
O -1.40 -8.41 1.82
P 0.02 -9.13 1.67
O 0.40 -9.23 0.27
O -0.11 -10.49 2.47
C -1.00 -11.48 1.94
O 0.99 -8.39 2.66
C 1.47 -7.07 2.27
H -2.87 -8.91 3.18
H -1.29 -8.53 3.91
H -2.29 -7.23 3.24
H -1.21 -11.31 0.88
H -1.94 -11.47 2.50
H -0.52 -12.45 2.05
H 1.36 -6.41 3.12
H 0.92 -6.67 1.42
H 2.52 -7.16 2.01
C 0.82 -4.04 -9.33
O 0.44 -2.72 -8.90
P -1.09 -2.39 -8.59
O -1.24 -1.02 -8.11
O -1.61 -3.54 -7.64
C -1.04 -3.59 -6.32
O -1.90 -2.79 -9.89
C -1.81 -1.91 -11.03
H 1.40 -4.52 -8.54
H -0.05 -4.65 -9.57
H 1.44 -3.93 -10.22
H -0.56 -2.64 -6.07
H -0.33 -4.41 -6.25
H -1.86 -3.76 -5.63
H -1.63 -2.53 -11.90
H -1.00 -1.19 -10.92
H -2.76 -1.38 -11.13

Results
lowest unoccupied orbital energy	-0.43	eV
Kohn-Sham gap	8.26	eV
spin multiplicity	1
energy	-6178.98625	Ha
SMILES	CNCc1c2c(c(CCC(N)=O)c(COC)c1-c1ccncc1)C(=O)N(CCCCCOC)C2=O.COP(=O)(OC)OC.COP(=O)(OC)OC.COP(=O)(OC)OC.COP(=O)(OC)OC.COP(=O)(OC)OC.COP(=O)(OC)OC